No. 1
123
Properties=species:S:1:pos:R:3 method="wB97M-V/def2-TZVPD" homo_ev=-10.23 charge=0 fmax_ha_per_bohr=0.234 orbital_gap_ev=10.28 e_lumo_ev=0.06 e_above_lowest_kj_mol=285.1
C 0.511 -3.846 4.408
C 0.325 -4.503 3.051
C -0.585 -3.666 2.117
O 0.341 -3.351 1.123
C 1.541 -3.869 1.325
O 2.483 -3.611 0.623
O 1.608 -4.486 2.518
H 1.400 -4.349 4.861
H -0.445 -3.831 4.936
H 0.424 -2.784 4.500
H -0.172 -5.368 3.075
H -1.038 -2.757 2.454
H -1.429 -4.343 1.781
C 4.101 -1.283 2.143
C 4.350 -0.454 3.452
C 3.477 0.849 3.516
O 2.728 0.656 4.699
C 2.843 -0.433 5.269
O 2.343 -0.820 6.333
O 3.796 -1.096 4.536
H 4.741 -2.221 2.386
H 4.602 -0.688 1.575
H 3.077 -1.414 1.980
H 5.369 0.045 3.590
H 2.670 0.916 2.902
H 3.999 1.686 3.543
C -0.900 2.987 3.934
C -2.204 2.916 3.048
C -3.222 1.877 3.527
O -4.354 2.639 3.997
C -4.260 3.836 3.590
O -5.183 4.702 3.617
O -2.983 4.137 3.220
H -0.979 3.424 4.818
H -0.215 3.563 3.372
H -0.440 2.090 4.012
H -1.877 2.715 2.085
H -2.669 1.338 4.293
H -3.532 1.189 2.693
C 1.365 -0.772 -0.925
C 1.265 0.213 0.261
C 0.019 1.172 0.189
O -0.779 0.615 1.184
C -0.120 -0.028 2.006
O -0.542 -0.420 3.144
O 1.009 -0.404 1.479
H 0.382 -1.296 -0.830
H 2.420 -1.354 -0.752
H 1.335 -0.258 -1.846
H 2.281 0.630 0.264
H -0.709 1.097 -0.782
H 0.099 2.243 0.351
C 0.962 6.659 2.754
C 0.959 5.628 1.669
C 1.767 5.977 0.361
O 2.529 4.903 0.035
C 2.446 4.031 1.098
O 3.024 3.068 1.232
O 1.675 4.509 2.012
H 1.995 7.058 2.850
H 0.690 6.115 3.629
H 0.192 7.367 2.696
H -0.130 5.265 1.648
H 2.557 6.793 0.520
H 1.114 6.481 -0.442
C 0.840 -4.544 -2.388
C -0.306 -5.460 -2.552
C 0.022 -6.877 -2.634
O -0.426 -7.523 -1.479
C -1.012 -6.594 -0.683
O -1.415 -6.693 0.413
O -1.018 -5.495 -1.386
H 1.387 -4.691 -1.516
H 0.477 -3.349 -2.202
H 1.479 -4.660 -3.361
H -0.982 -5.371 -3.604
H 0.930 -6.868 -2.576
H -0.236 -7.581 -3.404
C 4.680 -1.560 -6.530
C 5.508 -1.465 -5.256
C 4.584 -0.716 -4.263
S 2.986 -1.430 -4.527
O 2.049 -0.379 -4.316
O 2.843 -2.615 -3.797
C 3.197 -1.802 -6.241
H 5.130 -2.209 -7.023
H 4.796 -0.619 -6.950
H 6.453 -1.065 -5.358
H 5.639 -2.361 -4.943
H 4.444 0.216 -4.541
H 4.916 -0.679 -3.115
H 2.814 -1.005 -6.605
H 2.912 -2.606 -6.770
C -2.362 3.640 -1.280
C -3.703 4.216 -1.188
C -4.382 4.340 -2.544
S -2.992 4.618 -3.664
O -3.022 6.098 -3.971
O -2.914 3.672 -4.679
C -1.654 4.233 -2.422
H -2.794 2.722 -1.500
H -1.907 3.682 -0.161
H -3.785 5.173 -0.558
H -4.207 3.559 -0.462
H -5.147 5.153 -2.550
H -4.967 3.656 -2.880
H -1.113 5.050 -1.978
H -1.119 3.575 -2.967
C -5.480 -2.183 -1.152
C -4.301 -2.988 -0.644
C -3.288 -1.994 0.008
S -3.705 -0.469 -0.621
O -2.558 -0.057 -1.484
O -4.107 0.400 0.445
C -4.963 -0.775 -1.676
H -5.980 -1.889 -0.341
H -6.040 -2.807 -1.989
H -3.818 -3.494 -1.341
H -4.647 -3.696 -0.049
H -2.471 -2.355 -0.103
H -3.399 -1.934 1.176
H -4.287 -0.863 -2.831
H -5.628 0.038 -1.693

***

No. 2
125
Properties=species:S:1:pos:R:3 method="wB97M-V/def2-TZVPD" homo_ev=-8.45 charge=0 fmax_ha_per_bohr=0.042 orbital_gap_ev=8.49 e_lumo_ev=0.04
C -0.654 4.522 -0.967
C -2.009 4.408 -1.715
C -2.485 2.946 -2.018
O -1.524 1.935 -1.738
C -1.940 1.075 -0.670
C -1.461 1.727 0.645
C -2.359 2.253 1.641
C -1.808 2.845 2.751
C -0.399 2.963 2.945
N 0.046 3.601 4.070
C 1.356 3.693 4.134
C 2.230 3.135 3.136
N 1.853 2.506 2.041
C 0.488 2.439 1.979
C -0.110 1.822 0.830
F 0.724 1.328 -0.110
H 0.079 3.743 -1.224
H -0.859 4.406 0.117
H -0.184 5.519 -1.060
H -2.790 4.873 -1.060
H -1.952 5.016 -2.637
H -3.460 2.776 -1.527
H -2.688 2.895 -3.108
H -1.364 0.139 -0.765
H -3.026 0.886 -0.661
H -3.443 2.187 1.504
H -2.482 3.273 3.499
H 1.807 4.198 4.984
H 3.313 3.243 3.292
Cl 0.404 -1.689 -0.451
C -0.046 -3.315 -1.029
C -1.006 -3.258 -2.197
Cl -2.617 -2.656 -1.713
H -0.468 -3.866 -0.190
H 0.876 -3.809 -1.330
H -1.154 -4.255 -2.607
H -0.632 -2.617 -2.993
Cl -5.694 4.927 -1.759
C -6.815 3.707 -2.415
C -7.346 2.789 -1.340
Cl -6.084 1.709 -0.687
H -6.294 3.154 -3.193
H -7.638 4.248 -2.876
H -8.124 2.150 -1.755
H -7.770 3.350 -0.510
Cl 3.849 -5.534 -1.086
C 3.286 -6.861 -2.135
C 2.563 -6.351 -3.354
Cl 0.993 -5.609 -2.940
H 2.654 -7.517 -1.539
H 4.170 -7.422 -2.437
H 2.353 -7.177 -4.033
H 3.153 -5.611 -3.891
Cl 1.529 8.413 7.236
C 1.823 8.695 5.501
C 0.883 7.899 4.627
Cl 1.213 6.145 4.699
H 2.863 8.454 5.292
H 1.677 9.761 5.325
H 1.005 8.199 3.587
H -0.156 8.057 4.909
Cl 3.127 -0.944 5.752
C 3.271 -0.579 4.010
C 2.303 -1.382 3.174
Cl 2.717 -3.116 3.143
H 4.302 -0.757 3.713
H 3.060 0.484 3.891
H 2.329 -1.032 2.142
H 1.283 -1.285 3.542
Cl -3.060 -7.733 -3.616
C -3.727 -6.110 -3.928
C -3.439 -5.635 -5.331
Cl -1.707 -5.297 -5.582
H -3.318 -5.429 -3.184
H -4.804 -6.175 -3.775
H -3.974 -4.705 -5.521
H -3.750 -6.367 -6.074
Cl 7.242 -7.717 -3.064
C 7.488 -9.324 -2.331
C 6.334 -10.253 -2.604
Cl 4.857 -9.748 -1.741
H 7.647 -9.188 -1.263
H 8.400 -9.734 -2.763
H 6.575 -11.256 -2.259
H 6.102 -10.305 -3.666
Cl -5.572 7.858 -7.360
C -5.447 8.071 -5.594
C -5.359 6.754 -4.865
Cl -6.887 5.838 -4.943
H -6.305 8.653 -5.264
H -4.545 8.654 -5.409
H -5.150 6.928 -3.810
H -4.569 6.124 -5.269
Cl 4.981 -14.648 2.169
C 4.312 -13.026 1.856
C 4.608 -12.547 0.457
Cl 6.341 -12.202 0.217
H 4.714 -12.345 2.604
H 3.234 -13.095 2.000
H 4.073 -11.619 0.262
H 4.304 -13.279 -0.289
Cl -2.150 7.120 2.193
C -1.626 7.803 0.633
C -2.752 8.494 -0.099
Cl -3.983 7.342 -0.682
H -1.201 6.997 0.040
H -0.836 8.521 0.851
H -2.361 9.008 -0.976
H -3.250 9.227 0.533
Cl 5.862 2.948 2.466
C 5.544 2.805 0.717
C 5.406 4.154 0.053
Cl 3.923 5.006 0.554
H 4.648 2.200 0.587
H 6.386 2.267 0.284
H 5.347 4.026 -1.028
H 6.255 4.797 0.276
Cl 0.009 -1.907 6.123
C -1.766 -2.043 6.135
C -2.312 -2.043 4.730
Cl -2.097 -0.460 3.946
H -2.167 -1.223 6.727
H -2.020 -2.979 6.633
H -3.380 -2.257 4.740
H -1.821 -2.794 4.113

***

No. 3
108
Properties=species:S:1:pos:R:3 method="wB97M-V/def2-TZVPD" homo_ev=-7.81 charge=0 fmax_ha_per_bohr=0.120 orbital_gap_ev=6.60 smiles="O=C1NC(=O)c2c(CCCCCCCCCCCCn3cccc3)cc(Cl)cc21.COCCNCCOC.COCCNCCOC" e_lumo_ev=-1.21
O 4.538 -6.635 1.426
C 4.802 -5.782 0.546
N 4.245 -5.778 -0.834
C 4.400 -4.421 -1.446
O 3.774 -4.033 -2.457
C 5.455 -3.707 -0.498
C 6.218 -2.361 -0.602
C 5.950 -1.370 -1.858
C 5.399 0.016 -1.187
C 4.952 1.106 -2.280
C 5.195 2.561 -1.648
C 4.185 2.976 -0.471
C 2.640 2.606 -0.728
C 2.057 1.716 0.514
C 0.960 0.676 -0.029
C 0.283 -0.082 1.228
C -1.216 0.480 1.430
C -2.269 -0.701 1.810
C -2.314 -1.879 0.714
N -3.551 -1.865 -0.117
C -3.359 -1.624 -1.530
C -4.692 -1.664 -2.318
C -5.724 -1.968 -1.148
C -4.944 -2.087 0.210
C 7.229 -1.924 0.520
C 7.502 -2.813 1.796
Cl 8.667 -2.226 3.076
C 6.726 -4.177 1.939
C 5.767 -4.537 0.783
H 3.224 -5.982 -0.763
H 5.148 -1.891 -2.497
H 6.883 -1.204 -2.493
H 6.279 0.440 -0.573
H 4.494 -0.272 -0.553
H 5.646 1.031 -3.208
H 3.895 0.914 -2.667
H 6.255 2.539 -1.176
H 5.268 3.370 -2.476
H 4.524 2.602 0.570
H 4.231 4.133 -0.398
H 2.413 2.139 -1.743
H 2.029 3.591 -0.686
H 1.549 2.385 1.312
H 2.922 1.141 1.003
H 0.209 1.249 -0.670
H 1.463 -0.111 -0.718
H 0.927 0.117 2.167
H 0.313 -1.211 1.055
H -1.582 1.134 0.559
H -1.188 1.175 2.360
H -3.328 -0.241 1.910
H -1.986 -1.179 2.823
H -1.429 -1.830 -0.027
H -2.184 -2.890 1.260
H -2.370 -1.418 -2.060
H -4.896 -1.535 -3.438
H -6.858 -2.093 -1.316
H -5.352 -2.306 1.249
H 7.769 -0.916 0.382
H 6.827 -4.871 2.836
C 0.278 0.943 8.551
O -1.005 0.569 9.031
C -1.933 1.656 9.071
C -3.020 1.481 8.010
N -2.484 1.678 6.663
C -3.394 1.261 5.593
C -3.789 -0.223 5.531
O -2.718 -1.095 5.187
C -1.894 -1.480 6.278
H 0.959 0.107 8.720
H 0.250 1.146 7.477
H 0.662 1.817 9.085
H -1.436 2.627 8.988
H -2.409 1.615 10.058
H -3.818 2.209 8.188
H -3.438 0.476 8.128
H -1.624 1.147 6.569
H -2.903 1.517 4.649
H -4.303 1.872 5.649
H -4.522 -0.325 4.724
H -4.297 -0.566 6.439
H -2.450 -1.554 7.215
H -1.058 -0.785 6.380
H -1.470 -2.462 6.051
C -2.673 -0.981 -5.566
O -3.838 -0.185 -5.727
C -3.901 0.917 -4.818
C -3.710 2.242 -5.557
N -2.332 2.397 -6.023
C -2.142 3.502 -6.967
C -2.892 3.431 -8.307
O -2.439 2.394 -9.172
C -3.010 1.120 -8.919
H -2.795 -1.884 -6.168
H -1.786 -0.452 -5.924
H -2.536 -1.276 -4.522
H -3.196 0.810 -3.988
H -4.911 0.905 -4.392
H -3.956 3.069 -4.884
H -4.416 2.258 -6.395
H -2.039 1.540 -6.481
H -1.071 3.545 -7.184
H -2.399 4.441 -6.462
H -2.688 4.367 -8.837
H -3.980 3.390 -8.184
H -4.037 1.188 -8.550
H -2.387 0.562 -8.217
H -3.018 0.561 -9.858

***

No. 4
109
Properties=species:S:1:pos:R:3 method="wB97M-V/def2-TZVPD" homo_ev=-9.34 charge=0 fmax_ha_per_bohr=0.169 orbital_gap_ev=7.69 smiles="CCCCCCCCCCCCCCCCc1ccc2c(c1)C(=O)NC2=O.CCOC(=O)OC.CCOC(=O)OC.CCOC(=O)OC" e_lumo_ev=-1.65 e_above_lowest_kj_mol=1478.7
C -0.446 6.178 -1.951
C 0.306 7.533 -1.413
C 1.950 7.485 -1.535
C 2.475 6.749 -2.942
C 2.726 5.137 -2.777
C 2.293 4.255 -4.130
C 1.309 3.060 -3.582
C 0.819 1.988 -4.720
C 1.967 0.936 -5.231
C 2.120 -0.410 -4.249
C 3.146 0.034 -3.053
C 3.941 -1.191 -2.315
C 5.530 -0.927 -2.024
C 5.923 0.596 -1.572
C 6.715 0.673 -0.101
C 6.465 2.245 0.414
C 5.006 2.415 1.146
C 4.600 3.860 1.867
C 3.133 4.136 2.601
C 2.031 2.922 2.632
C 2.436 1.479 1.960
C 3.877 1.214 1.222
C 1.134 0.516 2.213
O 0.949 -0.772 1.916
N 0.112 1.375 2.947
C 0.505 2.823 3.226
O -0.280 3.755 3.787
H -0.110 5.294 -1.238
H -1.633 6.251 -1.853
H -0.170 5.865 -3.044
H -0.161 8.448 -2.003
H 0.022 7.666 -0.275
H 2.403 6.962 -0.566
H 2.316 8.620 -1.491
H 1.650 6.944 -3.764
H 3.431 7.354 -3.267
H 3.840 4.933 -2.444
H 2.054 4.786 -1.857
H 1.769 5.015 -4.855
H 3.280 3.780 -4.554
H 0.328 3.604 -3.175
H 1.826 2.593 -2.643
H 0.509 2.636 -5.673
H -0.184 1.461 -4.373
H 1.580 0.496 -6.271
H 3.011 1.422 -5.465
H 1.051 -0.537 -3.748
H 2.435 -1.372 -4.838
H 3.937 0.773 -3.526
H 2.486 0.560 -2.214
H 3.874 -2.135 -3.023
H 3.370 -1.475 -1.328
H 6.151 -1.307 -2.962
H 5.844 -1.657 -1.136
H 6.670 1.086 -2.358
H 5.027 1.341 -1.472
H 6.288 -0.097 0.676
H 7.864 0.486 -0.229
H 7.308 2.497 1.188
H 6.601 2.951 -0.539
H 5.404 4.718 1.841
H 2.838 5.158 3.091
H 4.065 0.138 0.743
H -0.783 1.238 2.416
C -7.296 -0.034 1.446
C -6.938 1.235 0.691
O -6.429 2.231 1.587
C -5.134 2.080 1.958
O -4.382 1.188 1.593
O -4.825 3.074 2.827
C -3.508 2.982 3.365
H -7.974 0.190 2.276
H -7.775 -0.758 0.781
H -6.406 -0.501 1.880
H -7.841 1.651 0.233
H -6.228 1.037 -0.119
H -2.758 2.895 2.572
H -3.445 2.131 4.051
H -3.306 3.897 3.929
C -2.420 -5.902 5.760
C -2.580 -5.825 4.252
O -3.161 -4.573 3.867
C -2.312 -3.517 3.835
O -1.118 -3.548 4.095
O -3.022 -2.414 3.492
C -2.260 -1.209 3.505
H -3.371 -5.694 6.260
H -2.068 -6.892 6.063
H -1.703 -5.158 6.120
H -3.268 -6.611 3.920
H -1.628 -5.992 3.735
H -1.352 -1.304 2.902
H -2.013 -0.938 4.537
H -2.875 -0.414 3.076
C -3.362 -7.058 0.726
C -3.967 -7.407 -0.622
O -3.473 -8.669 -1.089
C -4.052 -9.765 -0.540
O -4.944 -9.763 0.295
O -3.450 -10.864 -1.057
C -3.909 -12.092 -0.496
H -2.269 -7.107 0.682
H -3.661 -6.054 1.038
H -3.680 -7.767 1.498
H -3.666 -6.655 -1.360
H -5.063 -7.403 -0.587
H -5.000 -12.171 -0.547
H -3.563 -12.180 0.539
H -3.478 -12.913 -1.076